<A>
The following is a quantum chemistry calculation of a single C3H6N2O2S molecule, from the Open Molecules 2025 dataset.

Last column: natural (NBO) charge in e.
CARTESIAN COORDINATES (ANGSTROEM)
C  -1.080  -0.554  0.037  -0.6266
C  -0.655  0.869  0.194  0.6946
C  1.561  0.228  -0.829  0.1967
H  -3.101  0.263  0.517  0.1489
H  -0.940  -1.049  0.986  0.2567
H  -0.464  -1.046  -0.658  0.2276
H  0.736  2.124  -0.588  0.4198
H  1.977  0.531  -1.805  0.1954
H  2.025  -1.718  1.266  0.4871
N  0.590  1.155  -0.360  -0.6621
N  2.046  -0.801  -0.278  -0.1505
O  -1.336  1.682  0.775  -0.5773
O  1.506  -0.935  1.030  -0.5794
S  -2.863  -0.748  -0.288  -0.0309

Properties
Total charge: 0
HOMO energy, hartree: -0.3337
2S+1: 1
Kohn-Sham gap, eV: 9.7
Lowest unoccupied orbital energy, eV: 0.61

<B>
The following is a quantum chemistry calculation of 2 unconnected molecules or ions with the total composition C3H6N2O2S, from the Open Molecules 2025 dataset.

Last column: natural (NBO) charge in e.
CARTESIAN COORDINATES (ANGSTROEM)
C  1.752  -0.068  1.276  -0.2159
C  0.689  -0.500  1.680  -0.0758
C  -0.621  -0.607  1.845  -0.4325
N  0.521  1.311  -1.390  -0.5998
N  0.461  -0.015  -1.390  -0.5538
O  -2.088  0.482  -1.231  -0.9392
O  -1.507  -1.795  -1.591  -0.9042
S  -1.244  -0.573  -0.859  1.8549
H  2.657  0.158  0.834  0.2316
H  -1.202  0.288  2.183  0.2351
H  -1.098  -1.558  2.005  0.2278
H  -0.251  1.713  -1.999  0.4066
H  0.680  1.725  -0.379  0.3653
H  1.251  -0.562  -0.983  0.4001

Properties
Total charge: 0
HOMO energy (spin up / spin down), hartree: -0.3180 / -0.3203
2S+1: 1
Kohn-Sham gap (spin up / spin down), eV: 6.9 / 7.5
Lowest unoccupied orbital energy (spin up / spin down), eV: -1.73 / -1.26

<C>
The following is a quantum chemistry calculation of a single C3H6N2O2S molecule, from the Open Molecules 2025 dataset.

Last column: natural (NBO) charge in e.
CARTESIAN COORDINATES (ANGSTROEM)
C  -1.229  0.212  -0.774  0.1313
C  -2.243  -0.815  -0.402  -0.2915
C  1.955  -1.023  -0.396  0.3758
N  0.768  -0.777  -0.095  -0.2762
N  -1.188  1.233  0.166  -0.7958
O  -0.020  -0.368  -1.213  -0.3976
O  2.668  -1.441  0.597  -0.6374
S  -3.591  -0.767  0.493  0.0774
H  -1.750  0.615  -1.660  0.2163
H  -2.159  -1.817  -0.902  0.2047
H  2.362  -1.189  -1.345  0.1779
H  -0.622  1.959  -0.240  0.3559
H  -0.434  0.879  0.871  0.3679
H  2.092  -1.539  1.324  0.4912

Properties
Total charge: 0
HOMO energy, hartree: -0.3098
2S+1: 1
Kohn-Sham gap, eV: 8.4
Lowest unoccupied orbital energy, eV: -0.06

<D>
The following is a quantum chemistry calculation of a single C3H6N2O2S molecule, from the Open Molecules 2025 dataset.

Last column: natural (NBO) charge in e.
CARTESIAN COORDINATES (ANGSTROEM)
C  -0.088  -0.184  -1.121  -0.2755
C  -0.342  0.700  0.072  0.0536
C  1.698  -0.712  1.395  0.2580
H  -1.419  -1.701  -0.926  0.3566
H  0.006  -2.180  -1.492  0.3659
H  0.969  -0.147  -1.395  0.2349
H  -0.641  0.272  -1.944  0.1975
H  2.041  -1.127  2.372  0.1399
H  -1.903  3.140  0.818  0.4839
N  -0.441  -1.558  -0.822  -0.8253
N  -1.125  1.699  -0.089  -0.1342
O  2.286  -0.921  0.365  -0.5361
O  -1.318  2.418  1.067  -0.5623
S  0.276  0.301  1.698  0.2430

Properties
Total charge: 0
HOMO energy, hartree: -0.3434
2S+1: 1
Kohn-Sham gap, eV: 10.1
Lowest unoccupied orbital energy, eV: 0.77

Which structure loses on stability? <B> does.

<A>
The following is a quantum chemistry calculation of a single FH2N molecule, from the Open Molecules 2025 dataset.

Last column: natural (NBO) charge in e.
CARTESIAN COORDINATES (ANGSTROEM)
N  0.372  -0.296  0.256  -0.4253
F  1.753  -0.001  -0.084  -0.2496
H  -0.200  0.471  0.679  0.3393
H  -0.220  -0.503  -0.564  0.3355

Properties
Total charge: 0
HOMO energy, hartree: -0.3846
2S+1: 1
Kohn-Sham gap, eV: 11.5
Lowest unoccupied orbital energy, eV: 1.01

<B>
The following is a quantum chemistry calculation of 2 unconnected molecules or ions with the total composition FH2N, from the Open Molecules 2025 dataset.

Last column: natural (NBO) charge in e.
CARTESIAN COORDINATES (ANGSTROEM)
N  0.731  -0.059  0.011  -0.3215
F  -1.875  -0.514  -0.068  -0.4677
H  0.769  0.241  0.967  0.3751
H  0.374  0.331  -0.910  0.4140

Properties
Total charge: 0
HOMO energy (spin up / spin down), hartree: -0.4040 / -0.4061
2S+1: 1
Kohn-Sham gap (spin up / spin down), eV: 6.6 / 6.6
Lowest unoccupied orbital energy (spin up / spin down), eV: -4.39 / -4.43

Which structure loses on stability? <B> does.

<A>
The following is a quantum chemistry calculation of a single C5H9NO6 molecule, from the Open Molecules 2025 dataset.

Last column: natural (NBO) charge in e.
CARTESIAN COORDINATES (ANGSTROEM)
N  -3.928  0.355  -0.060  0.6819
O  -4.319  1.396  0.385  -0.2389
O  -2.331  0.603  -0.626  -0.1686
O  -4.372  -0.746  -0.262  -0.2374
C  1.537  1.804  1.214  -0.6034
C  1.991  0.733  0.249  -0.4016
C  0.918  -0.333  0.168  0.0927
C  1.053  -1.432  -0.881  -0.5464
C  -0.294  -1.998  -1.014  0.3982
O  -0.758  -3.109  -1.044  -0.5261
O  -0.205  0.515  0.013  -0.2962
O  -1.597  -0.235  -0.040  -0.0218
H  2.289  2.571  1.359  0.2115
H  0.628  2.240  0.801  0.2313
H  1.304  1.369  2.189  0.2040
H  2.118  1.157  -0.745  0.2064
H  2.949  0.323  0.525  0.2201
H  0.869  -0.829  1.150  0.1766
H  1.438  -0.986  -1.804  0.2404
H  1.765  -2.197  -0.547  0.2293
H  -1.055  -1.200  -1.030  0.1482

Properties
Total charge: 0
HOMO energy, hartree: -0.3162
2S+1: 1
Kohn-Sham gap, eV: 7.3
Lowest unoccupied orbital energy, eV: -1.30

<B>
The following is a quantum chemistry calculation of 2 unconnected molecules or ions with the total composition C5H9NO6, from the Open Molecules 2025 dataset.

Last column: natural (NBO) charge in e.
CARTESIAN COORDINATES (ANGSTROEM)
C  -0.437  1.920  1.184  -0.6401
C  -0.267  0.946  0.068  -0.0865
C  -0.236  1.331  -1.240  0.1389
O  0.084  0.483  -2.239  -0.6628
C  -0.156  -0.553  0.392  -0.0029
C  1.270  -1.055  0.905  -0.1074
O  2.233  -1.059  -0.120  -0.2729
O  2.681  0.368  -0.186  -0.4711
O  -0.454  -1.130  -0.753  -0.2720
O  -1.552  -2.763  -0.152  -0.1759
N  -2.680  -2.477  -0.626  0.4777
O  -3.721  -2.865  -0.107  -0.2917
H  -0.467  1.370  2.143  0.2146
H  0.439  2.599  1.182  0.2248
H  -1.364  2.525  1.081  0.2247
H  -0.322  2.394  -1.474  0.1694
H  0.072  0.940  -3.111  0.4879
H  -0.793  -0.781  1.264  0.1933
H  1.600  -0.437  1.759  0.1825
H  1.156  -2.123  1.168  0.1990
H  2.914  0.368  -1.138  0.4706

Properties
Total charge: 0
HOMO energy (spin up / spin down), hartree: -0.3034 / -0.3024
2S+1: 1
Kohn-Sham gap (spin up / spin down), eV: 5.7 / 7.4
Lowest unoccupied orbital energy (spin up / spin down), eV: -2.58 / -0.83

Which structure loses on stability? <A> does.

<A>
The following is a quantum chemistry calculation of 9 unconnected molecules or ions with the total composition CH20O9, from the Open Molecules 2025 dataset.

Last column: natural (NBO) charge in e.
CARTESIAN COORDINATES (ANGSTROEM)
O  31.465  -7.008  -14.739  -0.8147
H  31.674  -7.082  -13.722  0.5703
H  32.187  -7.608  -15.158  0.5434
H  30.761  -7.343  -15.109  0.5362
C  32.875  -7.160  -12.160  -0.2972
O  31.602  -7.688  -12.152  -0.9793
H  33.000  -6.129  -12.711  0.1175
H  33.718  -7.743  -12.755  0.0988
H  32.971  -6.990  -11.014  0.2068
O  32.738  -10.120  -13.417  -0.9847
H  33.281  -9.553  -14.057  0.4561
H  32.702  -9.390  -12.718  0.5119
O  28.866  -6.546  -14.578  -0.8980
H  29.008  -5.636  -14.513  0.4650
H  28.608  -6.536  -15.490  0.4415
O  30.817  -4.814  -10.900  -0.9832
H  31.076  -5.663  -11.205  0.4956
H  29.834  -4.691  -10.729  0.4828
O  30.799  -7.200  -17.182  -0.9240
H  30.892  -6.256  -17.610  0.4821
H  29.941  -7.187  -17.276  0.4495
O  33.594  -8.464  -15.632  -0.9726
H  33.304  -9.351  -15.970  0.5145
H  34.530  -8.339  -15.562  0.5141
O  29.100  -8.204  -11.336  -0.9738
H  28.901  -8.991  -11.617  0.4311
H  30.093  -8.259  -11.850  0.5106
O  30.555  -9.541  -15.051  -0.9713
H  30.564  -9.529  -15.915  0.4638
H  31.051  -10.019  -14.511  0.5073

Properties
Total charge: 0
HOMO energy, hartree: -0.3068
2S+1: 1
Kohn-Sham gap, eV: 7.7
Lowest unoccupied orbital energy, eV: -0.61

<B>
The following is a quantum chemistry calculation of 9 unconnected molecules or ions with the total composition CH20O9, from the Open Molecules 2025 dataset.

Last column: natural (NBO) charge in e.
CARTESIAN COORDINATES (ANGSTROEM)
O  -5.635  15.633  32.081  -0.7629
H  -6.395  15.247  31.675  0.5523
H  -4.808  15.505  31.619  0.5676
H  -5.563  15.177  33.063  0.5586
C  -3.567  14.551  30.025  -0.3297
O  -3.472  15.843  30.651  -0.9662
H  -3.834  14.705  28.931  0.1929
H  -4.383  13.928  30.429  0.1443
H  -2.740  13.806  30.125  0.1971
O  -2.763  12.512  32.785  -0.9768
H  -2.379  13.343  32.776  0.4963
H  -2.283  11.946  33.350  0.4787
O  -5.232  16.952  29.241  -1.0260
H  -5.188  17.934  29.524  0.4619
H  -4.356  16.548  29.625  0.4988
O  -1.903  15.072  32.649  -0.9588
H  -2.418  15.496  33.341  0.4470
H  -2.555  15.378  31.987  0.4933
O  -1.318  16.365  29.121  -1.0092
H  -2.232  16.114  29.667  0.5030
H  -0.678  15.697  29.289  0.4569
O  -3.154  13.844  26.782  -0.9636
H  -2.581  14.221  27.528  0.4897
H  -3.225  14.648  26.256  0.4805
O  -4.504  11.959  28.444  -0.9443
H  -5.393  11.950  28.292  0.4566
H  -4.308  12.371  27.631  0.4960
O  -4.028  10.742  30.957  -1.0075
H  -3.584  11.451  31.568  0.4908
H  -4.222  11.180  30.129  0.4828

Properties
Total charge: 0
HOMO energy, hartree: -0.3591
2S+1: 1
Kohn-Sham gap, eV: 8.2
Lowest unoccupied orbital energy, eV: -1.58

<C>
The following is a quantum chemistry calculation of 9 unconnected molecules or ions with the total composition CH20O9, from the Open Molecules 2025 dataset.

Last column: natural (NBO) charge in e.
CARTESIAN COORDINATES (ANGSTROEM)
C  -0.916  3.796  -0.019  -0.2466
O  -0.080  4.702  -0.653  -0.7093
H  -1.450  4.459  0.661  0.1476
H  -1.746  3.415  -0.615  0.1592
H  -0.384  2.967  0.449  0.1865
H  -0.642  5.199  -1.252  0.4615
O  1.838  1.141  0.517  -0.9344
H  2.485  1.632  1.022  0.4602
H  1.182  0.874  1.161  0.4654
O  2.801  -2.171  0.845  -0.9397
H  2.949  -3.046  1.204  0.4592
H  1.850  -2.103  0.762  0.4770
O  -0.670  -0.152  -3.043  -0.9367
H  -1.099  0.076  -2.218  0.4840
H  -1.375  -0.490  -3.595  0.4502
O  -2.524  -2.866  1.213  -0.9483
H  -2.512  -2.011  0.782  0.4849
H  -3.003  -3.433  0.608  0.4734
O  2.080  -1.267  -2.132  -0.9222
H  1.527  -1.597  -1.424  0.4628
H  2.760  -1.933  -2.235  0.4572
O  -0.765  -0.048  -0.131  -0.9800
H  -0.313  -0.876  0.032  0.4806
H  -0.727  0.414  0.706  0.4796
O  -0.256  0.595  2.482  -0.9633
H  -0.765  1.346  2.789  0.4888
H  0.177  0.261  3.267  0.4960
O  0.148  -2.732  -0.269  -0.9871
H  0.072  -3.167  -1.118  0.4946
H  -0.644  -2.985  0.203  0.4989

Properties
Total charge: 0
HOMO energy, hartree: -0.3617
2S+1: 1
Kohn-Sham gap, eV: 9.8
Lowest unoccupied orbital energy, eV: -0.03

Which structure loses on stability? <A> does.